1.
The following is a quantum chemistry calculation of a 8-piece molecular cluster, C30H59F3N4O11 overall, from OMol25.

Last column: Löwdin charge in e.
Cartesian coordinates (Å):
1 C 0.04 0.73 -0.96  -0.094
2 C 1.13 1.03 -1.87  -0.284
3 N 2.03 1.20 -2.55  0.142
4 H -0.43 1.69 -0.74  0.032
5 H 0.39 0.30 -0.03  0.032
6 H -0.71 0.09 -1.42  0.074
7 C -0.02 4.40 -3.29  -0.064
8 C -1.18 3.81 -2.65  -0.273
9 N -2.10 3.35 -2.13  0.149
10 H -0.05 4.19 -4.36  0.086
11 H 0.90 3.96 -2.91  0.069
12 H -0.01 5.47 -3.16  0.082
13 C 0.95 3.93 3.25  -0.062
14 C 1.18 3.30 1.95  -0.241
15 N 1.37 2.80 0.94  0.175
16 H 1.16 5.00 3.19  0.094
17 H 1.66 3.51 3.96  0.084
18 H -0.05 3.70 3.58  0.066
19 C 3.69 -0.06 0.84  -0.052
20 C 2.51 -0.90 0.95  -0.262
21 N 1.58 -1.57 0.95  0.174
22 H 3.85 0.56 1.72  0.078
23 H 3.58 0.58 -0.04  0.076
24 H 4.56 -0.70 0.68  0.083
25 C -9.14 -0.78 -0.97  -0.111
26 O -9.01 -1.88 -0.11  -0.175
27 C -7.90 -1.83 0.74  -0.213
28 C -6.54 -2.00 0.08  -0.203
29 O -6.12 -0.77 -0.46  -0.145
30 C -4.98 -0.85 -1.30  -0.180
31 C -3.74 -1.42 -0.65  -0.231
32 O -3.37 -0.57 0.41  -0.176
33 C -2.21 -1.00 1.11  -0.090
34 H -10.08 -0.87 -1.51  0.086
35 H -8.31 -0.71 -1.68  0.081
36 H -9.17 0.16 -0.41  0.093
37 H -8.03 -2.59 1.50  0.124
38 H -7.87 -0.87 1.30  0.132
39 H -6.66 -2.74 -0.74  0.140
40 H -5.83 -2.38 0.82  0.122
41 H -4.78 0.17 -1.62  0.132
42 H -5.21 -1.47 -2.19  0.129
43 H -2.94 -1.52 -1.39  0.111
44 H -3.96 -2.43 -0.27  0.112
45 H -1.35 -1.13 0.45  0.049
46 H -2.38 -1.96 1.62  0.092
47 H -2.05 -0.19 1.83  0.086
48 C 0.14 3.90 7.97  -0.105
49 O -0.23 5.24 7.73  -0.172
50 C -0.36 5.54 6.37  -0.210
51 C -1.74 5.21 5.83  -0.193
52 O -1.72 5.41 4.43  -0.151
53 C -2.93 5.03 3.81  -0.201
54 C -2.80 5.29 2.33  -0.205
55 O -1.88 4.44 1.68  -0.189
56 C -2.41 3.16 1.40  -0.108
57 H 1.12 3.67 7.54  0.089
58 H -0.62 3.21 7.59  0.083
59 H 0.22 3.77 9.05  0.090
60 H 0.40 5.02 5.77  0.105
61 H -0.18 6.61 6.20  0.134
62 H -2.49 5.84 6.31  0.134
63 H -1.97 4.15 6.04  0.123
64 H -3.80 5.57 4.20  0.132
65 H -3.08 3.96 3.99  0.123
66 H -2.48 6.32 2.19  0.131
67 H -3.79 5.21 1.86  0.127
68 H -2.54 2.56 2.30  0.083
69 H -1.72 2.67 0.72  0.054
70 H -3.38 3.22 0.89  0.094
71 C 9.82 -2.44 -2.53  -0.125
72 O 8.66 -2.42 -3.32  -0.172
73 C 7.97 -3.64 -3.26  -0.224
74 C 6.61 -3.44 -3.86  -0.200
75 O 5.84 -2.62 -3.01  -0.114
76 C 4.50 -2.57 -3.40  -0.206
77 C 3.72 -1.79 -2.37  -0.197
78 O 3.97 -2.15 -1.04  -0.212
79 C 3.46 -3.42 -0.69  -0.097
80 H 10.54 -3.20 -2.87  0.090
81 H 9.61 -2.66 -1.48  0.089
82 H 10.31 -1.47 -2.63  0.087
83 H 7.88 -3.95 -2.20  0.131
84 H 8.52 -4.43 -3.79  0.130
85 H 6.12 -4.41 -4.02  0.129
86 H 6.75 -2.92 -4.82  0.137
87 H 4.08 -3.58 -3.53  0.104
88 H 4.45 -2.05 -4.37  0.138
89 H 2.64 -1.88 -2.59  0.107
90 H 3.89 -0.72 -2.44  0.110
91 H 2.51 -3.62 -1.21  0.081
92 H 3.24 -3.42 0.38  0.078
93 H 4.16 -4.22 -0.91  0.094
94 C 1.63 -4.68 -4.62  -0.059
95 C 0.64 -3.77 -3.93  -0.194
96 O 0.30 -4.41 -2.68  0.028
97 C -0.41 -3.68 -1.85  -0.396
98 O -0.77 -2.55 -2.02  0.151
99 C -0.74 -4.45 -0.54  -0.556
100 F -2.06 -4.49 -0.36  0.166
101 F -0.29 -5.70 -0.56  0.170
102 F -0.19 -3.81 0.48  0.155
103 H 1.11 -5.51 -5.10  0.081
104 H 2.35 -5.07 -3.91  0.073
105 H 2.19 -4.18 -5.41  0.083
106 H -0.26 -3.62 -4.51  0.134
107 H 1.08 -2.80 -3.71  0.107

Calculated values
gap between HOMO and LUMO	9.81	eV
largest force on an atom	0.954	eV/A

=====

2.
The following is a quantum chemistry calculation of C4H11CaN2S as an isolated structure in a non-equilibrium geometry, from OMol25.

Last column: natural (NBO) charge in e.
Cartesian coordinates (Å):
1 C -0.31 -0.10 -2.50  -1.065
2 Ca -0.68 -0.95 -0.59  1.260
3 N -0.96 -2.43 1.48  -1.114
4 H 0.60 -2.55 -1.07  -0.815
5 H -0.09 -2.44 2.02  0.380
6 H -1.17 -1.24 -2.16  -0.105
7 H 0.16 -0.47 -3.41  0.228
8 H 0.50 0.23 -1.81  0.210
9 H -0.98 0.73 -2.74  0.214
10 H -1.70 -2.16 2.13  0.360
11 H -1.14 -3.40 1.22  0.384
12 S 0.28 3.37 0.64  0.247
13 C 1.50 2.46 1.51  -0.553
14 C 1.33 1.11 1.34  -0.046
15 N 0.24 0.80 0.52  -0.748
16 C -0.42 1.91 0.10  -0.436
17 H 2.27 2.94 2.09  0.211
18 H 1.93 0.31 1.76  0.195
19 H -1.32 1.88 -0.53  0.192

Calculated values
net charge	-1
gap between HOMO and LUMO (alpha / beta)	3.90 / 3.90	eV
largest force on an atom	7.171	eV/A

=====

3.
The following is a quantum chemistry calculation of C35H28Br2Cl2F10N4OPW as an isolated structure in a non-equilibrium geometry, from OMol25.

Last column: Löwdin charge in e.
Cartesian coordinates (Å):
1 W -0.43 0.62 0.76  1.880
2 C -0.33 0.22 3.91  -0.007
3 N -1.19 0.91 2.88  -0.310
4 C -2.55 0.42 3.04  -0.158
5 C -2.50 -0.96 2.45  -0.135
6 N -1.79 -0.75 1.17  -0.106
7 C -2.65 -1.33 0.12  -0.137
8 C -2.34 -2.51 -0.56  -0.170
9 F -1.18 -3.04 -0.25  0.131
10 C -3.19 -3.13 -1.42  -0.121
11 F -2.88 -4.27 -2.00  0.178
12 C -4.41 -2.52 -1.68  -0.096
13 F -5.29 -3.06 -2.50  0.195
14 C -4.75 -1.32 -1.05  -0.138
15 F -5.93 -0.80 -1.32  0.183
16 C -3.90 -0.78 -0.15  -0.163
17 F -4.21 0.33 0.54  0.119
18 C -1.20 2.39 3.20  -0.100
19 C 0.18 2.88 2.79  -0.103
20 N 0.67 1.92 1.73  -0.163
21 C 2.05 2.31 1.43  -0.175
22 C 2.34 3.14 0.36  -0.196
23 F 1.36 3.59 -0.42  0.098
24 C 3.63 3.62 0.21  -0.157
25 F 3.93 4.40 -0.79  0.177
26 C 4.58 3.22 1.12  -0.097
27 F 5.79 3.71 0.97  0.192
28 C 4.31 2.42 2.24  -0.145
29 F 5.20 2.16 3.15  0.207
30 C 3.02 1.98 2.35  -0.200
31 F 2.71 1.11 3.34  0.083
32 H -0.74 0.47 4.88  0.123
33 H 0.70 0.55 3.84  0.074
34 H -0.44 -0.85 3.77  0.071
35 H -3.19 1.07 2.47  0.124
36 H -2.87 0.47 4.08  0.165
37 H -3.48 -1.43 2.29  0.155
38 H -1.95 -1.71 3.04  0.134
39 H -1.41 2.49 4.25  0.140
40 H -1.97 2.91 2.63  0.140
41 H 0.85 2.88 3.67  0.142
42 H 0.21 3.90 2.37  0.157
43 Br 0.07 3.50 -4.17  0.640
44 C 1.91 3.55 -3.66  -1.027
45 Br 2.49 1.89 -2.87  0.636
46 H 2.04 4.32 -2.93  -0.015
47 H 2.59 3.72 -4.52  0.036
48 Cl -4.14 3.49 -0.74  0.889
49 C -3.45 2.19 -1.53  -0.599
50 C -4.04 1.69 -2.73  -0.067
51 C -3.42 0.75 -3.46  -0.567
52 Cl -4.06 0.24 -4.98  0.832
53 C -2.15 0.23 -3.09  -0.169
54 C -1.39 -0.69 -3.81  0.058
55 C -0.18 -1.08 -3.33  0.030
56 C 0.22 -0.67 -2.05  -0.146
57 N -0.51 0.16 -1.33  -0.031
58 C -1.65 0.70 -1.90  -0.197
59 C -2.28 1.64 -1.14  -0.324
60 O -1.57 1.89 0.02  -0.191
61 H -4.97 2.18 -3.06  0.150
62 H -1.78 -1.15 -4.72  0.129
63 H 0.46 -1.81 -3.82  0.135
64 H 1.09 -1.09 -1.62  0.027
65 C 3.60 -0.59 0.93  -0.190
66 P 1.91 -1.29 0.79  0.948
67 C 1.77 -2.06 2.43  -0.224
68 C 2.09 -2.56 -0.46  -0.441
69 C 1.52 -3.80 -0.23  -0.085
70 C 1.76 -4.83 -1.15  -0.026
71 C 2.46 -4.58 -2.32  -0.027
72 C 3.03 -3.33 -2.54  -0.033
73 C 2.89 -2.33 -1.58  -0.115
74 H 3.85 0.09 0.10  0.067
75 H 4.26 -1.46 0.91  0.089
76 H 3.73 -0.14 1.90  0.029
77 H 2.47 -2.92 2.49  0.093
78 H 0.73 -2.44 2.57  0.046
79 H 2.01 -1.32 3.20  0.042
80 H 0.90 -3.97 0.64  0.103
81 H 1.29 -5.80 -0.99  0.132
82 H 2.63 -5.42 -2.96  0.123
83 H 3.69 -3.16 -3.41  0.138
84 H 3.40 -1.38 -1.79  0.114

Calculated values
net charge	+3
ΔE to the lowest compared entry with this formula, charge and spin	0.0	kcal/mol
gap between HOMO and LUMO (alpha / beta)	5.83 / 5.83	eV
largest force on an atom	2.069	eV/A

=====

> Which of these has the highest largest force on an atom?

C4H11CaN2S

=====

> What is the formula in the second record?

C4H11CaN2S

=====

> Which of these has the highest largest force on an atom?

C4H11CaN2S

=====

> Among the records above, which one has the lowest largest force on an atom?

C30H59F3N4O11